Record 1
A molecular structure, C44H93HgNO20S9. Source: the Open Molecules 2025 dataset; level of theory: wB97M-V/def2-TZVPD.

Positions of all 168 atoms, in Å:
Hg: 1.26 -3.46 0.75
C: 0.23 -0.35 -0.82
O: 0.18 -1.54 -0.13
H: 0.32 -0.59 -1.87
H: -0.73 0.17 -0.81
H: 1.02 0.28 -0.42
C: 1.12 -3.39 4.48
O: 1.56 -3.42 3.14
H: 0.12 -3.02 4.71
H: 1.22 -4.35 4.98
H: 1.76 -2.74 5.08
C: -1.45 4.31 -1.16
C: -1.80 5.79 -0.97
N: -1.02 6.51 0.08
C: 0.27 6.95 -0.46
C: 1.27 7.48 0.67
C: -1.89 7.62 0.50
C: -3.08 7.11 1.33
H: -1.72 4.06 -2.19
H: -1.99 3.70 -0.44
H: -0.37 4.21 -1.01
H: -1.84 6.36 -1.90
H: -2.87 5.82 -0.75
H: 0.20 7.73 -1.22
H: 0.78 6.14 -0.99
H: 2.22 7.74 0.22
H: 1.43 6.77 1.49
H: 0.82 8.37 1.13
H: -1.34 8.29 1.17
H: -2.28 8.29 -0.27
H: -3.40 7.90 2.00
H: -3.94 6.80 0.73
H: -2.95 6.22 1.94
C: -3.19 -3.19 4.32
C: -3.26 -1.87 3.56
C: -2.20 -1.86 2.48
S: -2.28 -3.49 1.76
O: -0.94 -3.97 1.54
O: -3.25 -3.46 0.67
C: -2.97 -4.30 3.30
H: -4.09 -3.43 4.89
H: -2.28 -3.15 4.91
H: -3.05 -1.02 4.21
H: -4.27 -1.69 3.18
H: -1.20 -1.63 2.86
H: -2.36 -1.12 1.69
H: -2.21 -5.02 3.62
H: -3.87 -4.77 2.92
C: 3.02 -1.45 -4.43
C: 4.33 -1.10 -3.65
C: 4.21 -1.61 -2.19
S: 3.37 -3.22 -2.43
O: 2.44 -3.45 -1.33
O: 4.31 -4.23 -2.82
C: 2.26 -2.67 -3.85
H: 3.20 -1.58 -5.50
H: 2.38 -0.57 -4.40
H: 4.63 -0.05 -3.64
H: 5.17 -1.55 -4.18
H: 3.40 -0.97 -1.84
H: 5.00 -1.74 -1.44
H: 1.36 -2.45 -3.29
H: 1.91 -3.48 -4.49
C: -3.51 0.53 -2.22
C: -3.79 1.79 -1.52
C: -5.17 1.63 -0.85
S: -5.34 -0.07 -0.21
O: -6.60 -0.62 -0.71
O: -4.94 -0.06 1.22
C: -3.88 -0.64 -1.27
H: -2.51 0.38 -2.62
H: -3.97 0.48 -3.20
H: -3.81 2.65 -2.18
H: -2.95 1.93 -0.82
H: -5.91 1.68 -1.65
H: -5.56 2.38 -0.16
H: -4.13 -1.63 -1.65
H: -3.03 -0.74 -0.59
C: -0.77 3.10 -4.57
C: -1.46 3.08 -5.95
C: -1.16 1.75 -6.73
S: 0.12 0.86 -5.80
O: 1.33 0.60 -6.56
O: -0.52 -0.16 -4.94
C: 0.54 2.25 -4.69
H: -1.43 2.63 -3.84
H: -0.57 4.04 -4.05
H: -0.84 3.83 -6.45
H: -2.48 3.47 -5.92
H: -0.59 2.01 -7.63
H: -1.90 1.05 -7.12
H: 1.37 2.81 -5.13
H: 0.98 1.75 -3.83
C: 0.92 -7.56 3.46
C: 2.30 -7.69 4.11
C: 3.27 -6.77 3.27
S: 2.57 -6.91 1.54
O: 3.43 -7.86 0.76
O: 2.36 -5.56 1.06
C: 1.02 -7.77 1.96
H: 0.56 -6.55 3.67
H: 0.20 -8.28 3.86
H: 2.63 -8.71 4.27
H: 2.28 -7.30 5.12
H: 4.34 -6.95 3.15
H: 3.03 -5.78 3.66
H: 1.31 -8.80 1.79
H: 0.21 -7.47 1.29
C: 3.03 0.15 3.90
C: 4.44 -0.25 4.07
C: 4.62 -1.56 3.24
S: 3.91 -1.03 1.63
O: 3.15 -2.08 0.93
O: 4.82 -0.12 0.90
C: 2.60 0.04 2.45
H: 2.88 1.19 4.18
H: 2.33 -0.47 4.46
H: 4.78 -0.29 5.10
H: 5.05 0.58 3.71
H: 3.90 -2.30 3.58
H: 5.62 -1.99 3.17
H: 1.64 -0.47 2.35
H: 2.51 0.92 1.81
C: -2.72 -4.22 -3.45
C: -3.18 -5.36 -2.55
C: -1.97 -5.94 -1.85
S: -0.52 -4.79 -2.16
O: 0.19 -5.30 -3.36
O: 0.10 -4.50 -0.91
C: -1.62 -3.39 -2.72
H: -3.62 -3.64 -3.61
H: -2.40 -4.56 -4.43
H: -3.83 -6.10 -3.03
H: -3.81 -4.89 -1.80
H: -1.72 -6.99 -1.99
H: -2.21 -5.87 -0.79
H: -1.04 -2.65 -3.27
H: -1.92 -2.89 -1.80
C: 3.56 4.96 0.15
C: 3.42 3.53 0.76
C: 2.70 2.63 -0.27
S: 3.05 3.43 -1.98
O: 1.81 3.98 -2.55
O: 3.84 2.54 -2.86
C: 4.04 4.87 -1.32
H: 4.26 5.56 0.73
H: 2.53 5.33 0.15
H: 2.91 3.69 1.70
H: 4.38 3.09 1.03
H: 1.63 2.48 -0.13
H: 2.98 1.58 -0.36
H: 3.99 5.74 -1.98
H: 5.09 4.57 -1.30
C: -1.05 1.52 2.92
C: -0.43 2.92 2.96
C: -1.45 4.03 3.03
S: -3.14 3.30 3.01
O: -3.97 3.95 2.00
O: -3.67 3.25 4.37
C: -2.54 1.62 2.63
H: -0.77 0.91 3.78
H: -0.59 1.07 2.04
H: 0.42 3.11 2.30
H: 0.12 2.92 3.90
H: -1.49 4.62 2.12
H: -1.32 4.69 3.89
H: -2.76 1.48 1.57
H: -3.18 0.93 3.17

Output
LUMO energy in eV: 0.19
Highest occupied orbital energy in eV: -7.4
Kohn-Sham gap in eV: 7.6
Charge: 0

Record 2
7 unconnected molecules or ions with the total composition C28H42O14. Source: the Open Molecules 2025 dataset; level of theory: wB97M-V/def2-TZVPD.

Positions of all 84 atoms, in Å:
O: 13.11 5.29 7.21
C: 12.66 6.21 7.88
O: 11.52 6.75 7.53
C: 11.18 7.79 8.46
C: 11.98 7.49 9.67
C: 13.25 6.86 9.08
H: 10.11 7.70 8.64
H: 11.53 8.70 7.97
H: 11.47 6.84 10.37
H: 12.20 8.42 10.19
H: 13.74 6.14 9.74
H: 13.93 7.62 8.72
O: 10.88 11.90 12.54
C: 11.16 12.07 11.39
O: 11.57 13.28 10.94
C: 11.72 13.31 9.52
C: 10.86 12.11 9.12
C: 11.03 11.15 10.22
H: 12.77 13.20 9.25
H: 11.19 14.19 9.15
H: 11.24 11.61 8.23
H: 9.80 12.35 9.10
H: 11.96 10.59 10.12
H: 10.20 10.44 10.25
O: 6.79 10.57 14.02
C: 7.94 10.13 14.07
O: 8.31 9.14 13.26
C: 9.55 8.66 13.69
C: 9.72 9.16 15.10
C: 9.03 10.53 15.01
H: 10.29 9.14 13.05
H: 9.62 7.58 13.67
H: 10.76 9.19 15.43
H: 9.26 8.40 15.74
H: 9.64 11.30 14.53
H: 8.62 10.89 15.95
O: 16.51 11.96 13.44
C: 16.19 12.81 12.58
O: 17.03 13.69 12.03
C: 16.36 14.52 11.13
C: 14.85 14.35 11.39
C: 14.85 12.91 11.90
H: 16.82 14.36 10.15
H: 16.49 15.57 11.39
H: 14.32 14.66 10.49
H: 14.58 15.01 12.22
H: 15.03 12.14 11.15
H: 13.96 12.74 12.50
O: 16.49 12.50 5.32
C: 15.95 11.65 6.04
O: 15.86 10.33 5.70
C: 15.30 9.55 6.71
C: 14.45 10.65 7.45
C: 15.24 11.91 7.30
H: 16.08 9.07 7.29
H: 14.70 8.75 6.28
H: 14.39 10.37 8.50
H: 13.48 10.71 6.95
H: 16.01 11.98 8.07
H: 14.63 12.81 7.28
O: 5.68 15.87 12.88
C: 6.54 15.05 12.73
O: 7.75 15.21 13.36
C: 8.66 14.15 12.96
C: 7.99 13.55 11.70
C: 6.50 13.82 11.85
H: 8.80 13.44 13.78
H: 9.65 14.60 12.87
H: 8.24 12.49 11.66
H: 8.53 14.01 10.87
H: 6.06 13.01 12.43
H: 5.93 13.77 10.92
O: 13.89 9.94 11.15
C: 13.89 9.35 12.22
O: 14.12 8.00 12.22
C: 14.23 7.47 13.49
C: 13.94 8.64 14.38
C: 13.86 9.94 13.58
H: 15.25 7.16 13.70
H: 13.58 6.60 13.55
H: 14.58 8.67 15.27
H: 13.01 8.32 14.85
H: 14.73 10.56 13.80
H: 12.94 10.52 13.71

Output
LUMO energy in eV: 0.06
Highest occupied orbital energy in eV: -10.1
Kohn-Sham gap in eV: 10.1
Charge: 0
Energy above the lowest of the compared OMol25 structures with the same formula, charge and spin in kcal per mole: 49.3

Record 3
A molecular structure, C19H41Ba2F6LiN3O9S2. Source: the Open Molecules 2025 dataset; level of theory: wB97M-V/def2-TZVPD.

Positions of all 83 atoms, in Å:
Li: -3.11 5.66 0.19
Ba: 0.69 5.38 3.87
Ba: 1.89 4.71 -2.09
C: -0.88 1.52 0.59
F: -0.80 1.15 -0.67
F: -2.10 1.23 1.01
F: 0.05 0.99 1.34
S: -0.67 3.40 0.71
O: -1.91 4.10 0.43
O: -0.23 3.68 2.08
O: 0.37 3.69 -0.29
C: -4.51 4.35 3.76
F: -5.70 4.90 3.59
F: -4.43 3.88 5.01
F: -4.29 3.33 2.92
S: -3.23 5.71 3.60
O: -3.21 6.03 2.16
O: -3.69 6.79 4.46
O: -1.93 5.15 4.03
C: 4.30 2.84 4.18
C: 3.06 2.21 3.52
C: 3.06 0.69 3.74
O: 2.94 0.44 5.12
C: 2.98 -0.92 5.47
N: 1.82 2.80 4.14
H: 4.16 3.92 4.13
H: 5.20 2.57 3.64
H: 4.41 2.47 5.20
H: 3.07 2.32 2.43
H: 3.96 0.22 3.34
H: 2.14 0.29 3.29
H: 2.86 -1.11 6.53
H: 3.96 -1.34 5.21
H: 2.28 -1.53 4.89
H: 1.10 2.30 3.62
H: 1.92 2.36 5.07
C: 2.80 0.85 -3.78
C: 1.89 0.81 -2.56
C: 1.99 -0.51 -1.80
O: 3.12 -0.53 -0.94
C: 3.24 -1.79 -0.32
N: 2.32 1.97 -1.64
H: 2.48 0.15 -4.55
H: 3.79 0.51 -3.45
H: 3.03 1.87 -4.10
H: 0.85 1.06 -2.81
H: 2.01 -1.31 -2.54
H: 1.09 -0.62 -1.18
H: 2.39 -2.03 0.32
H: 4.16 -1.74 0.27
H: 3.32 -2.72 -0.90
H: 3.13 1.51 -1.20
H: 1.62 1.83 -0.90
C: -2.54 -4.07 -0.21
C: -1.78 -4.05 -1.53
C: -2.39 -5.03 -2.54
C: -2.15 -4.64 -4.02
C: -2.84 -3.27 -4.25
C: -2.16 -2.20 -3.40
N: -1.91 -2.67 -2.07
O: -1.40 -1.68 -1.20
C: -0.88 -1.74 -4.15
C: -3.12 -1.00 -3.37
C: -0.26 -4.28 -1.40
H: -2.82 -5.10 0.05
H: -3.46 -3.50 -0.31
H: -1.95 -3.75 0.65
H: -1.93 -6.01 -2.42
H: -3.47 -5.20 -2.56
H: -2.58 -5.37 -4.70
H: -1.07 -4.52 -4.11
H: -3.88 -3.34 -3.90
H: -2.83 -2.96 -5.28
H: -0.93 -1.46 -5.20
H: -0.50 -0.80 -3.72
H: -0.09 -2.44 -3.89
H: -3.94 -1.08 -2.66
H: -2.59 -0.17 -2.87
H: -3.47 -0.71 -4.36
H: 0.31 -4.17 -2.32
H: -0.09 -5.28 -0.97
H: 0.14 -3.61 -0.64
H: -2.20 -1.36 -0.77

Output
LUMO energy in eV: -9.89
Highest occupied orbital energy in eV: -13.1
Kohn-Sham gap in eV: 3.2
Charge: +3

Record 4
A single CH2OS molecule. Source: the Open Molecules 2025 dataset; level of theory: wB97M-V/def2-TZVPD.

Positions of all 5 atoms, in Å:
C: -0.56 0.10 -0.22
O: 1.93 -0.30 0.37
S: 0.33 -0.70 0.88
H: -1.55 0.22 -0.08
H: -0.14 0.68 -0.96

Output
LUMO energy in eV: -1.12
Highest occupied orbital energy in eV: -9.6
Kohn-Sham gap in eV: 8.5
Charge: 0
Energy above the lowest of the compared OMol25 structures with the same formula, charge and spin in kcal per mole: 59.7

Record 5
A molecular structure, C13H27ClIInN2OP2. Source: the Open Molecules 2025 dataset; level of theory: wB97M-V/def2-TZVPD.

Positions of all 48 atoms, in Å:
C: 2.49 -0.36 -1.19
C: 1.07 -0.64 -0.79
H: 3.09 -1.27 -0.98
H: 2.94 0.49 -0.67
H: 2.57 -0.13 -2.26
O: 0.69 -1.77 -0.48
I: -0.39 0.92 -0.86
In: 3.52 3.53 -2.62
P: -0.86 -0.68 -2.89
C: -2.20 -1.80 -2.43
C: -1.47 0.62 -3.97
H: -1.86 0.15 -4.88
H: 0.00 -1.94 -4.73
H: -0.63 1.30 -4.21
H: 1.19 -0.76 -4.13
H: -3.12 -1.24 -2.22
H: -2.25 1.20 -3.45
C: 0.44 -1.49 -3.83
H: -2.42 -2.49 -3.26
H: 0.93 -2.27 -3.24
H: -1.91 -2.38 -1.53
P: 1.70 2.24 0.92
C: 0.91 1.69 2.47
C: 3.47 1.96 1.31
H: 1.96 4.53 0.18
H: 2.07 4.37 1.98
H: 0.47 4.29 1.17
C: 1.54 4.05 1.07
H: 4.09 2.26 0.44
H: 3.75 2.56 2.19
H: 1.21 2.37 3.28
H: 1.25 0.67 2.71
H: 3.63 0.89 1.55
H: -0.18 1.68 2.35
Cl: 1.90 4.37 -4.13
N: -3.24 -3.30 4.22
C: -2.61 -2.54 3.29
C: -3.33 -1.78 2.34
C: -2.64 -0.88 1.53
N: -1.31 -0.72 1.59
C: -0.61 -1.56 2.36
C: -1.20 -2.42 3.28
H: -4.25 -3.33 4.28
H: -2.71 -3.79 4.93
H: -4.42 -1.87 2.26
H: -3.17 -0.23 0.81
H: 0.48 -1.49 2.27
H: -0.61 -3.04 3.96

Output
LUMO energy (spin up / spin down) in eV: -8.51 / -8.51
Highest occupied orbital energy (spin up / spin down) in eV: -13.3 / -13.3
Kohn-Sham gap (spin up / spin down) in eV: 4.8 / 4.8
Charge: +2
Energy above the lowest of the compared OMol25 structures with the same formula, charge and spin in kcal per mole: 101.5

Record 6
A single C3H5N3O molecule. Source: the Open Molecules 2025 dataset; level of theory: wB97M-V/def2-TZVPD.

Positions of all 12 atoms, in Å:
N: 1.43 -0.44 -0.98
C: 0.17 -0.26 -0.40
C: -0.76 -0.95 -1.06
O: -1.96 -0.85 -0.50
N: -1.82 -0.01 0.63
C: -0.55 0.33 0.70
N: -0.05 1.09 1.75
H: 1.82 0.30 -1.54
H: 2.08 -1.06 -0.53
H: -0.13 -1.42 -1.86
H: 0.56 1.83 1.43
H: -0.78 1.45 2.35

Output
LUMO energy in eV: 0.79
Highest occupied orbital energy in eV: -9.3
Kohn-Sham gap in eV: 10.1
Charge: 0
Energy above the lowest of the compared OMol25 structures with the same formula, charge and spin in kcal per mole: 79.7

Record 7
A single C3H6N2O molecule. Source: the Open Molecules 2025 dataset; level of theory: wB97M-V/def2-TZVPD.

Positions of all 12 atoms, in Å:
C: 0.04 -1.51 1.13
N: 0.81 -0.67 0.23
C: 0.20 0.28 -0.34
N: -1.18 0.59 -0.15
C: 0.96 1.18 -1.28
O: 0.43 2.14 -1.80
H: -1.02 -1.23 1.18
H: 0.12 -2.55 0.81
H: 0.47 -1.44 2.13
H: -1.56 0.93 -1.02
H: -1.28 1.33 0.54
H: 2.02 0.94 -1.45

Output
LUMO energy in eV: 0.11
Highest occupied orbital energy in eV: -9.9
Kohn-Sham gap in eV: 10.1
Charge: 0
Energy above the lowest of the compared OMol25 structures with the same formula, charge and spin in kcal per mole: 37.4

Record 8
2 unconnected molecules or ions with the total composition C4H8O2. Source: the Open Molecules 2025 dataset; level of theory: wB97M-V/def2-TZVPD.

Positions of all 14 atoms, in Å:
O: 0.03 -1.96 -1.29
C: 1.53 0.66 -0.54
C: 0.59 1.20 0.22
C: -0.87 0.83 0.11
C: -1.09 -0.17 1.21
O: -1.19 -1.36 1.06
H: 0.78 -2.51 -0.98
H: 1.28 -0.08 -1.29
H: 2.54 1.05 -0.50
H: 0.83 1.95 0.97
H: -1.06 0.38 -0.86
H: -1.52 1.70 0.26
H: -1.14 0.25 2.23
H: -0.72 -1.95 -0.60

Output
LUMO energy in eV: 0.81
Highest occupied orbital energy in eV: -9.7
Kohn-Sham gap in eV: 10.5
Charge: 0
Energy above the lowest of the compared OMol25 structures with the same formula, charge and spin in kcal per mole: 41.1

| no. | total energy (Ha) |
| --- | --- |
| 1 | -7028.59461 |
| 2 | -2145.49351 |
| 3 | -3043.27029 |
| 4 | -512.61938 |
| 5 | -2326.42820 |
| 6 | -356.73043 |
| 7 | -302.63349 |
| 8 | -307.64692 |